Entry 1:
{
  "formula": "C4H4O3",
  "method": "wB97M-V/def2-TZVPD",
  "species": ["O", "C", "C", "C", "O", "C", "O", "H", "H", "H", "H"],
  "positions_angstrom": [[-2.080179, 0.975033, 0.491015], [-0.948112, 1.148387, 0.111838], [-0.012473, -0.005456, -0.158516], [1.350362, 0.314908, -0.691315], [1.779008, 1.441391, -0.762363], [-0.283698, -1.228818, 0.625524], [-0.568778, -1.179213, -0.746558], [-0.508577, 2.153269, -0.011524], [1.917199, -0.561944, -1.065051], [0.526522, -1.878492, 0.952661], [-1.171272, -1.179060, 1.254292]],
  "forces_ev_per_angstrom": [[0.5, 0.1, -0.3], [-0.4, 0.0, 0.1], [0.0, 0.2, 0.0], [0.1, 0.3, 0.0], [-0.1, -0.5, 0.1], [0.1, -0.2, 0.3], [-0.1, 0.0, -0.1], [-0.1, -0.1, 0.0], [0.0, 0.1, 0.1], [0.0, 0.1, -0.2], [0.2, 0.0, 0.0]],
  "total_energy_ev": -10352.974,
  "multiplicity": 1,
  "de_lowest_kcal_mol": 51.6,
  "lumo_energy_ev": 0.170,
  "smiles": "O=CC1(C=O)CO1"
}

=====

Entry 2:
{
  "formula": "C4H4O3",
  "method": "wB97M-V/def2-TZVPD",
  "species": ["C", "C", "O", "C", "O", "C", "O", "H", "H", "H", "H"],
  "positions_angstrom": [[-1.002933, 0.006920, -1.578350], [-0.054792, 0.223986, -0.664853], [1.292204, 0.158850, -1.005085], [0.971563, -0.655234, 0.098905], [1.252464, -0.217323, 1.362190], [0.056100, 0.659629, 1.717545], [0.200276, 1.659316, 2.368143], [-0.792232, -0.521559, -2.502725], [-2.000371, 0.411742, -1.458411], [0.896722, -1.726380, -0.073965], [-0.819001, 0.000053, 1.736605]],
  "forces_ev_per_angstrom": [[-1.0, 0.3, -0.5], [1.3, -1.3, 0.1], [0.5, -1.5, -0.4], [-1.7, 2.4, 0.6], [-1.6, 1.0, -0.2], [2.2, 0.0, 3.0], [-0.2, -1.7, -2.0], [0.5, 1.1, -0.6], [-0.3, -0.9, 0.5], [0.5, 0.0, 0.1], [-0.1, 0.4, -0.7]],
  "total_energy_ev": -10349.981,
  "multiplicity": 1,
  "de_lowest_kcal_mol": 120.6,
  "lumo_energy_ev": [-0.959, -0.959],
  "smiles": "C=C1O[C@H]1OC=O"
}

=====

Entry 3:
{
  "formula": "C4H4O3",
  "method": "wB97M-V/def2-TZVPD",
  "species": ["C", "C", "O", "C", "O", "C", "O", "H", "H", "H", "H"],
  "positions_angstrom": [[1.197778, -0.794897, 1.035395], [0.750389, 0.146463, -0.011023], [1.490199, 0.635684, -0.820391], [-0.686735, 0.585224, -0.131085], [-1.045258, 1.098913, 0.902962], [-1.611296, 0.516950, -1.308852], [-1.653771, -0.428887, -2.044344], [1.112681, -0.333970, 2.017027], [2.235562, -1.050767, 0.816047], [0.560753, -1.679796, 1.032372], [-2.350302, 1.305084, -1.488108]],
  "forces_ev_per_angstrom": [[0.0, -0.2, 0.4], [0.1, -0.7, -1.8], [0.6, 0.5, -0.4], [0.4, 0.2, 2.1], [-1.1, 0.4, -0.1], [-0.5, -0.3, -1.3], [0.5, -0.5, 0.1], [0.0, 0.0, 0.1], [-0.2, 0.0, 0.1], [0.0, -0.1, 0.0], [0.1, 0.6, 0.6]],
  "total_energy_ev": -10353.647,
  "multiplicity": 1,
  "de_lowest_kcal_mol": 36.1,
  "lumo_energy_ev": -0.825,
  "smiles": "CC(=O)C(=O)C=O"
}